(1)
Computed, not measured: 3 unconnected molecules or ions with the total composition C4H15NO2 in a non-equilibrium geometry, with ωB97M-V with the def2-TZVPD basis set.

```
! wB97M-V def2-TZVPD RIJCOSX def2/J DEFGRID3
* xyz -1 2
C -1.79 0.17 -0.82
C -0.69 -0.04 -1.86
C -0.25 -1.57 -1.62
C 0.11 -1.86 -0.16
N 1.13 -0.96 0.33
H -2.30 1.07 -1.13
H -1.30 0.34 0.20
H -2.56 -0.64 -0.67
H -1.02 0.02 -2.85
H 0.06 0.71 -1.92
H -1.12 -2.17 -1.98
H 0.56 -1.79 -2.29
H 0.56 -2.93 -0.17
H -0.89 -1.86 0.42
H 1.68 -0.41 -0.41
H 1.82 -1.42 0.82
H 1.73 2.62 0.77
H 0.51 2.53 1.62
O 0.81 2.89 0.80
H 0.38 0.34 1.68
H 1.08 0.34 3.01
O 0.27 0.84 2.61
*
```

Computed properties:
HOMO (spin up / spin down)   0.9468 / -5.7917 eV
Kohn-Sham gap (spin up / spin down)   0.1098 / 0.3491 Ha
Relative energy (zero: lowest compared OMol25 entry of this formula, charge and spin)   22.3 kcal per mole
Expectation value of S²   0.7505

How is the electron density shared among the atoms? According to Mulliken, the charges in e are: number 1, C, carries -0.94; number 2, C, carries -0.83; number 3, C, carries -1.23; number 4, C, carries -1.18; number 5, N, carries -1.72; number 6, H, carries 0.43; number 7, H, carries 0.10; number 8, H, carries 0.29; number 9, H, carries 0.54; number 10, H, carries 0.35; number 11, H, carries 0.43; number 12, H, carries 0.70; number 13, H, carries 0.77; number 14, H, carries 0.10; number 15, H, carries 0.36; number 16, H, carries 1.04; number 17, H, carries 0.41; number 18, H, carries 0.35; number 19, O, carries -0.89; number 20, H, carries 0.13; number 21, H, carries 0.59; number 22, O, carries -0.79

(2)
Computed, not measured: 13 unconnected molecules or ions with the total composition C58H165N22O26P9 in a non-equilibrium geometry, with ωB97M-V with the def2-TZVPD basis set.

```
! wB97M-V def2-TZVPD RIJCOSX def2/J DEFGRID3
* xyz 0 1
O -18.86 -10.95 6.73
P -17.46 -11.21 7.16
N -17.36 -12.67 7.97
C -16.08 -13.35 8.27
C -18.50 -13.59 8.03
N -16.74 -10.04 8.11
C -15.31 -9.99 8.42
C -17.51 -8.92 8.61
N -16.38 -11.23 5.88
C -16.27 -12.43 5.05
C -16.15 -9.93 5.23
H -16.15 -14.35 7.85
H -16.01 -13.45 9.35
H -15.27 -12.76 7.84
H -18.50 -14.20 8.94
H -18.54 -14.17 7.11
H -19.43 -13.04 8.22
H -15.21 -10.17 9.50
H -14.70 -10.77 7.97
H -14.94 -8.96 8.43
H -17.54 -8.02 7.98
H -18.59 -9.04 8.69
H -17.12 -8.59 9.58
H -16.59 -12.23 4.03
H -15.24 -12.78 5.00
H -17.05 -13.07 5.46
H -15.47 -9.30 5.81
H -17.11 -9.44 5.11
H -15.64 -10.04 4.27
O -10.27 -15.05 16.44
P -9.59 -15.76 15.34
N -10.20 -17.28 14.93
C -11.18 -17.96 15.83
C -9.86 -18.17 13.80
N -7.95 -15.94 15.63
C -7.13 -16.75 14.80
C -7.40 -15.24 16.81
N -9.85 -14.84 13.89
C -10.02 -13.38 13.95
C -9.68 -15.30 12.48
H -10.91 -18.94 16.22
H -12.16 -17.91 15.36
H -11.16 -17.25 16.66
H -9.39 -19.10 14.11
H -9.14 -17.70 13.15
H -10.74 -18.46 13.22
H -7.27 -17.79 15.12
H -7.35 -16.60 13.74
H -6.05 -16.59 14.92
H -6.42 -15.67 17.02
H -7.28 -14.17 16.59
H -8.14 -15.38 17.59
H -9.09 -12.86 14.17
H -10.63 -13.06 13.11
H -10.66 -13.16 14.81
H -10.10 -16.28 12.31
H -8.63 -15.13 12.23
H -10.22 -14.61 11.83
O -13.52 -18.33 4.55
P -14.79 -18.62 3.88
N -15.37 -20.20 4.07
C -14.39 -21.25 4.21
C -16.74 -20.57 4.38
N -14.63 -18.52 2.19
C -13.59 -17.67 1.58
C -15.52 -19.10 1.20
N -16.09 -17.59 4.23
C -17.24 -17.33 3.37
C -15.97 -16.74 5.42
H -13.33 -21.03 4.05
H -14.54 -21.97 3.40
H -14.37 -21.72 5.19
H -17.56 -20.16 3.80
H -16.82 -20.38 5.46
H -16.94 -21.64 4.45
H -14.03 -17.16 0.72
H -13.42 -16.85 2.28
H -12.62 -18.13 1.39
H -16.42 -18.49 1.07
H -15.06 -19.31 0.24
H -15.86 -20.05 1.62
H -17.58 -18.17 2.76
H -18.14 -17.17 3.97
H -17.10 -16.47 2.71
H -16.78 -16.01 5.38
H -15.05 -16.17 5.53
H -16.12 -17.39 6.29
O -12.16 -12.52 8.29
P -11.10 -12.11 9.21
N -11.77 -11.50 10.63
C -13.18 -11.75 10.89
C -10.94 -11.38 11.83
N -9.99 -10.93 8.71
C -9.04 -11.29 7.66
C -10.35 -9.51 8.91
N -10.13 -13.45 9.73
C -10.55 -14.82 9.63
C -8.84 -13.22 10.39
H -13.24 -12.81 11.15
H -13.59 -11.53 9.90
H -13.68 -11.12 11.62
H -9.95 -11.01 11.56
H -10.85 -12.37 12.31
H -11.51 -10.76 12.51
H -8.63 -10.35 7.28
H -8.13 -11.67 8.14
H -9.35 -11.82 6.76
H -11.40 -9.32 8.68
H -10.24 -9.35 9.98
H -9.71 -8.86 8.32
H -10.29 -15.36 10.55
H -11.65 -14.81 9.66
H -10.31 -15.31 8.68
H -8.10 -13.94 10.03
H -8.89 -13.46 11.46
H -8.56 -12.19 10.18
O -15.23 -18.54 12.54
P -15.00 -17.49 11.51
N -16.39 -16.78 10.86
C -17.01 -15.54 11.33
C -17.14 -17.44 9.79
N -14.04 -18.04 10.21
C -14.32 -19.40 9.68
C -13.48 -17.25 9.13
N -14.21 -16.17 12.15
C -13.31 -16.38 13.27
C -13.96 -14.91 11.45
H -17.16 -14.87 10.48
H -16.39 -15.06 12.09
H -17.97 -15.84 11.76
H -18.03 -16.87 9.51
H -17.41 -18.46 10.07
H -16.49 -17.56 8.92
H -14.93 -20.01 10.34
H -14.60 -19.43 8.62
H -13.37 -19.93 9.74
H -13.03 -16.31 9.46
H -12.82 -17.79 8.45
H -14.27 -16.83 8.47
H -12.40 -16.90 12.92
H -12.98 -15.40 13.62
H -13.66 -17.00 14.10
H -12.91 -14.87 11.15
H -14.38 -14.03 11.93
H -14.38 -15.02 10.45
O -12.54 -9.98 14.24
P -12.92 -10.46 15.59
N -11.78 -10.63 16.78
C -11.05 -11.86 17.07
C -11.19 -9.42 17.33
N -13.76 -11.92 15.49
C -14.02 -12.41 14.12
C -14.32 -12.63 16.64
N -14.10 -9.40 16.29
C -15.06 -8.77 15.40
C -14.45 -9.39 17.71
H -11.63 -12.66 16.62
H -10.99 -11.92 18.15
H -10.06 -11.87 16.60
H -11.06 -9.51 18.41
H -11.59 -8.48 16.93
H -10.16 -9.35 16.95
H -14.70 -13.25 13.99
H -14.56 -11.63 13.58
H -13.08 -12.67 13.65
H -13.58 -12.49 17.44
H -15.33 -12.27 16.82
H -14.41 -13.71 16.53
H -15.64 -8.01 15.92
H -14.52 -8.33 14.56
H -15.79 -9.44 14.92
H -15.52 -9.50 17.83
H -14.13 -8.41 18.07
H -13.86 -10.17 18.20
C -18.54 -10.97 11.47
N -17.17 -11.39 11.94
O -16.35 -10.51 12.03
O -17.01 -12.55 12.25
H -18.55 -9.91 11.69
H -19.36 -11.43 12.01
H -18.51 -11.23 10.41
C -16.84 -23.30 7.61
N -17.13 -22.23 8.60
O -16.52 -21.19 8.43
O -18.01 -22.43 9.41
H -16.09 -22.95 6.91
H -17.76 -23.75 7.26
H -16.45 -24.05 8.32
C -17.99 -21.21 12.21
N -19.05 -20.17 12.00
O -20.20 -20.45 11.74
O -18.68 -19.02 12.16
H -17.84 -21.46 13.25
H -17.09 -20.74 11.83
H -18.35 -22.06 11.65
C -11.84 -20.63 7.01
N -10.70 -21.08 6.18
O -9.61 -20.64 6.51
O -10.86 -21.89 5.28
H -11.72 -21.16 7.96
H -12.78 -21.00 6.60
H -11.95 -19.56 7.05
C -12.71 -21.69 12.02
C -11.20 -21.78 12.12
O -10.70 -21.43 10.82
P -9.16 -21.04 10.68
O -8.63 -20.43 11.91
O -8.42 -22.41 10.18
C -9.17 -23.41 9.49
C -8.24 -23.92 8.39
O -9.26 -20.15 9.36
C -8.31 -19.14 9.04
C -8.86 -17.78 9.53
H -13.01 -20.73 11.60
H -13.00 -22.47 11.30
H -13.15 -22.05 12.95
H -10.80 -21.20 12.95
H -10.84 -22.78 12.39
H -9.31 -24.21 10.23
H -10.12 -23.09 9.08
H -8.30 -23.26 7.52
H -7.20 -24.00 8.67
H -8.63 -24.89 8.07
H -7.34 -19.34 9.51
H -8.01 -19.13 7.99
H -9.87 -17.79 9.10
H -8.89 -17.81 10.61
H -8.33 -16.97 9.03
C -23.16 -23.85 3.80
C -22.52 -23.63 5.17
O -22.21 -22.28 5.49
P -20.71 -21.71 5.40
O -19.64 -22.73 5.54
O -20.65 -20.98 3.98
C -19.84 -21.43 2.89
C -19.60 -20.46 1.77
O -20.73 -20.49 6.39
C -19.52 -19.98 6.97
C -19.62 -18.44 6.92
H -23.00 -23.03 3.10
H -22.74 -24.72 3.30
H -24.22 -23.98 4.05
H -23.04 -24.10 6.01
H -21.57 -24.18 5.16
H -18.97 -22.07 3.05
H -20.58 -22.14 2.50
H -18.90 -20.78 1.00
H -20.48 -20.31 1.13
H -19.41 -19.43 2.09
H -19.24 -20.34 7.96
H -18.68 -20.21 6.31
H -18.68 -18.23 7.46
H -19.42 -17.93 5.98
H -20.49 -18.10 7.46
C -16.37 -16.92 16.16
C -17.57 -17.15 15.24
O -18.10 -15.84 14.86
P -19.20 -15.11 15.79
O -20.17 -16.02 16.43
O -18.32 -14.28 16.84
C -19.00 -13.53 17.88
C -17.98 -12.54 18.48
O -19.69 -13.96 14.79
C -20.31 -14.30 13.55
C -21.48 -15.27 13.69
H -16.54 -17.28 17.18
H -15.47 -17.42 15.80
H -16.17 -15.85 16.21
H -17.31 -17.72 14.35
H -18.29 -17.65 15.88
H -19.75 -12.94 17.35
H -19.49 -14.24 18.55
H -17.91 -11.63 17.88
H -18.25 -12.19 19.47
H -17.02 -13.05 18.44
H -20.71 -13.36 13.17
H -19.66 -14.76 12.80
H -21.96 -15.34 12.72
H -21.02 -16.21 13.99
H -22.24 -15.05 14.44
*
```

Computed properties:
HOMO   -7.7902 eV
Kohn-Sham gap   0.2815 Ha

Mulliken atomic charge list, values in e, 99 entries: number 1, O, carries -0.95; number 2, P, carries 0.15; number 3, N, carries 0.58; number 4, C, carries -0.19; number 5, C, carries -1.06; number 6, N, carries 0.87; number 7, C, carries -1.35; number 8, C, carries -1.17; number 9, N, carries 0.38; number 10, C, carries -1.03; number 11, C, carries -1.11; number 12, H, carries 0.15; number 13, H, carries -0.67; number 14, H, carries 0.62; number 15, H, carries 0.20; number 16, H, carries 0.22; number 17, H, carries 0.34; number 18, H, carries 0.05; number 19, H, carries 0.51; number 20, H, carries 0.55; number 21, H, carries 0.28; number 22, H, carries 0.35; number 23, H, carries 0.33; number 24, H, carries 0.52; number 25, H, carries 0.26; number 26, H, carries 0.24; number 27, H, carries 0.21; number 28, H, carries 0.32; number 29, H, carries 0.50; number 30, O, carries -0.90; number 31, P, carries 0.00; number 32, N, carries 0.60; number 33, C, carries -0.98; number 34, C, carries -0.74; number 35, N, carries 0.29; number 36, C, carries -0.71; number 37, C, carries -1.00; number 38, N, carries 0.72; number 39, C, carries 1.02; number 40, C, carries 0.59; number 41, H, carries 0.29; number 42, H, carries 0.16; number 43, H, carries 0.34; number 44, H, carries 0.52; number 45, H, carries -0.01; number 46, H, carries 0.13; number 47, H, carries 0.27; number 48, H, carries 0.13; number 49, H, carries 0.43; number 50, H, carries 0.42; number 51, H, carries 0.23; number 52, H, carries 0.30; number 53, H, carries 0.37; number 54, H, carries -0.45; number 55, H, carries -1.37; number 56, H, carries -0.48; number 57, H, carries 0.22; number 58, H, carries -1.28; number 59, O, carries -0.91; number 60, P, carries 0.11; number 61, N, carries 0.82; number 62, C, carries -1.11; number 63, C, carries -1.17; number 64, N, carries 0.14; number 65, C, carries -1.23; number 66, C, carries -0.90; number 67, N, carries 1.05; number 68, C, carries -0.60; number 69, C, carries -1.44; number 70, H, carries 0.36; number 71, H, carries 0.38; number 72, H, carries 0.15; number 73, H, carries -0.17; number 74, H, carries 0.11; number 75, H, carries 0.79; number 76, H, carries 0.47; number 77, H, carries 0.35; number 78, H, carries 0.26; number 79, H, carries 0.27; number 80, H, carries 0.48; number 81, H, carries 0.19; number 82, H, carries -0.30; number 83, H, carries 0.23; number 84, H, carries 0.38; number 85, H, carries 0.29; number 86, H, carries 0.27; number 87, H, carries 0.56; number 88, O, carries -0.87; number 89, P, carries 0.00; number 90, N, carries 0.44; number 91, C, carries 0.92; number 92, C, carries -0.76; number 93, N, carries 0.35; number 94, C, carries -1.01; number 95, C, carries -0.70; number 96, N, carries 0.26; number 97, C, carries 0.33; number 98, C, carries -0.77; number 99, H, carries 0.06

(3)
Computed, not measured: a single C3H3BrP2 molecule in a non-equilibrium geometry, with ωB97M-V with the def2-TZVPD basis set.

```
! wB97M-V def2-TZVPD RIJCOSX def2/J DEFGRID3
* xyz 0 1
Br -1.01 0.05 -2.57
P -0.86 -1.01 -0.64
C 0.88 -0.67 -0.30
C 1.17 0.21 0.67
P -0.17 1.12 1.48
C -1.40 0.44 0.57
H 1.64 -1.23 -0.83
H 2.19 0.42 0.95
H -2.45 0.66 0.67
*
```

Computed properties:
HOMO   -9.2049 eV
Kohn-Sham gap   0.3054 Ha
SMILES   BrP1=CC=PC=1

How is the electron density shared among the atoms? According to Mulliken, the charges in e are: number 1, Br, carries -0.15; number 2, P, carries 0.04; number 3, C, carries -0.29; number 4, C, carries -0.32; number 5, P, carries -0.06; number 6, C, carries -0.32; number 7, H, carries 0.38; number 8, H, carries 0.34; number 9, H, carries 0.37

The evaluated E for the records listed, in turn: -9974.4687; -232438.3177; -91778.6692 eV.